{
  "formula": "C18H20N4O4",
  "method": "ωB97M-V/def2-TZVPD",
  "symbols": ["C", "C", "C", "C", "N", "O", "N", "C", "O", "C", "N", "C", "O", "C", "N", "C", "O", "H", "C", "H", "H", "H", "C", "H", "H", "C", "C", "C", "C", "C", "C", "C", "H", "H", "H", "H", "H", "H", "H", "H", "H", "H", "H", "H", "H", "H"],
  "positions_angstrom": [[-1.2137, 4.2499, 7.0741], [-1.0223, 3.1035, 6.1538], [-1.5757, 2.7969, 4.9450], [-0.9627, 1.5610, 4.6054], [-0.1218, 1.1845, 5.5409], [-0.1551, 2.1374, 6.5044], [-1.1469, 0.7753, 3.4874], [-1.9448, 1.0922, 2.4359], [-2.6174, 2.0913, 2.3522], [-1.9368, 0.0169, 1.3361], [-0.6369, -0.1693, 0.7313], [-0.3054, 0.2699, -0.5227], [-1.0235, 0.8834, -1.2663], [1.1309, -0.1929, -0.7811], [1.4296, -0.8782, 0.4596], [0.4085, -0.8775, 1.3343], [0.3628, -1.3736, 2.4354], [2.3079, -1.3271, 0.6533], [2.0498, 1.0105, -0.9897], [1.6423, 1.6499, -1.7671], [3.0458, 0.6818, -1.2771], [2.1201, 1.5872, -0.0698], [1.1774, -1.1882, -1.9551], [2.1777, -1.6274, -1.9944], [0.4693, -1.9954, -1.7487], [0.8381, -0.5616, -3.3121], [0.6743, -1.6454, -4.3410], [-0.5623, -2.2471, -4.5360], [-0.7115, -3.2692, -5.4561], [0.3774, -3.7051, -6.1920], [1.6141, -3.1128, -6.0037], [1.7605, -2.0907, -5.0824], [2.7278, -1.6287, -4.9421], [2.4668, -3.4469, -6.5767], [0.2617, -4.5019, -6.9117], [-1.6797, -3.7255, -5.6014], [-1.4141, -1.9041, -3.9661], [-0.0874, 0.0076, -3.2206], [1.6370, 0.1161, -3.6147], [-2.2666, -0.9341, 1.7660], [-2.6195, 0.3359, 0.5447], [-0.6069, -0.0904, 3.4711], [-2.2965, 3.3369, 4.3718], [-1.5460, 3.8956, 8.0484], [-1.9538, 4.9297, 6.6639], [-0.2727, 4.7797, 7.2137]],
  "forces_ev_per_a": [[0.2, -0.2, 0.1], [-0.3, -0.2, -0.7], [0.2, 0.1, 0.5], [0.1, 0.7, 0.9], [0.0, -0.9, -1.0], [-0.2, 0.8, 0.4], [0.4, -0.3, 0.3], [0.0, -0.4, -0.3], [-0.2, 0.2, 0.0], [-0.3, 0.1, 0.1], [-0.1, 0.0, 0.3], [0.3, -0.1, -0.1], [-0.1, 0.2, -0.1], [0.3, 0.0, -0.3], [0.2, 0.0, -0.1], [0.1, 0.0, -0.1], [-0.1, -0.3, 0.4], [-0.1, 0.0, 0.1], [-0.3, 0.0, 0.0], [0.0, 0.1, -0.1], [0.1, 0.0, 0.0], [0.0, 0.1, 0.0], [-0.2, 0.3, 0.0], [0.0, -0.1, 0.1], [0.1, 0.0, 0.0], [0.0, -0.2, 0.1], [0.1, 0.1, 0.0], [0.0, 0.0, 0.0], [-0.1, -0.1, 0.0], [0.0, -0.1, -0.1], [0.1, -0.1, 0.0], [0.0, 0.0, 0.0], [0.1, 0.1, 0.0], [0.1, 0.0, 0.0], [0.0, -0.1, -0.1], [-0.1, 0.0, 0.0], [-0.1, 0.1, 0.1], [0.1, 0.1, 0.0], [0.0, 0.1, 0.0], [0.0, 0.1, -0.1], [0.1, 0.0, 0.2], [-0.1, 0.1, -0.2], [-0.1, 0.2, 0.0], [-0.1, 0.0, 0.1], [0.0, 0.0, 0.0], [0.0, 0.1, 0.0]],
  "e_homo_ev": -9.114,
  "e_tot_ev": -33142.279,
  "relative_energy_kj_mol": 60.15,
  "charge": 0,
  "orbital_gap_ev": 9.671
}



{
  "formula": "C18H20N4O7RuS2",
  "method": "ωB97M-V/def2-TZVPD",
  "symbols": ["Ru", "O", "C", "O", "C", "O", "C", "C", "O", "O", "H", "H", "H", "H", "H", "S", "C", "C", "C", "C", "C", "C", "S", "H", "H", "H", "H", "C", "N", "C", "C", "N", "H", "H", "H", "H", "H", "H", "C", "N", "C", "C", "C", "O", "N", "C", "O", "H", "H", "H", "H", "H"],
  "positions_angstrom": [[-0.1703, 0.2844, 0.3370], [0.1560, -2.1890, 3.4415], [-0.6655, -1.3393, 2.9157], [-1.1246, -1.4085, 1.7690], [-1.0708, -0.2398, 3.8601], [-1.5869, 0.8320, 3.1322], [-0.9351, 2.0515, 3.4114], [0.5130, 2.0799, 2.9188], [1.2752, 2.8273, 3.5253], [0.8504, 1.2895, 1.9371], [0.5736, -2.7718, 2.6960], [-1.8516, -0.6289, 4.5234], [-0.2027, 0.0298, 4.4631], [-1.4877, 2.8229, 2.8824], [-0.9421, 2.2709, 4.4814], [-1.9624, 1.9801, 0.2776], [-1.1994, 3.2301, -0.6979], [-1.4449, 4.5801, -0.4575], [-0.8432, 5.5649, -1.2354], [0.0118, 5.2000, -2.2664], [0.2549, 3.8516, -2.5090], [-0.3571, 2.8673, -1.7332], [-0.1531, 1.1640, -2.0738], [-2.1061, 4.8482, 0.3610], [-1.0223, 6.6130, -1.0208], [0.4971, 5.9578, -2.8717], [0.9317, 3.5415, -3.2989], [-3.4740, -0.4850, -2.7875], [-2.7369, -1.7078, -2.4409], [-2.8982, -2.8854, -3.2820], [-1.6550, -1.5715, -1.6880], [-0.7514, -1.4251, -0.9923], [-4.5437, -0.6873, -2.7329], [-3.2188, -0.1472, -3.7939], [-3.2149, 0.3059, -2.0832], [-3.9424, -3.1939, -3.2743], [-2.2894, -3.6974, -2.8940], [-2.6000, -2.6787, -4.3129], [3.6931, -4.5594, 0.5834], [3.2997, -3.1963, 0.2646], [4.0681, -2.3917, -0.5348], [3.7254, -1.1279, -0.7861], [2.4877, -0.6300, -0.2074], [2.0694, 0.5037, -0.4466], [1.7492, -1.4461, 0.5922], [2.1260, -2.7069, 0.8394], [1.5205, -3.5281, 1.5714], [4.6074, -4.7959, 0.0449], [2.9089, -5.2588, 0.3034], [3.8609, -4.6702, 1.6526], [4.9584, -2.8495, -0.9441], [4.3122, -0.4790, -1.4191]],
  "forces_ev_per_a": [[0.6, 0.3, -1.2], [0.7, -0.9, -0.5], [-0.8, 0.4, -1.0], [0.7, 0.2, 1.0], [-0.1, 0.1, -0.1], [-0.4, 0.1, 0.2], [0.1, -0.1, -0.3], [0.2, -0.1, -0.2], [0.0, -0.3, -0.4], [-0.8, 0.3, -0.1], [-0.2, 0.2, 0.3], [0.1, -0.1, 0.1], [0.0, 0.0, 0.1], [0.0, 0.1, 0.0], [0.0, 0.0, 0.1], [0.5, -0.9, 0.2], [-0.4, 0.3, 0.4], [0.0, 0.1, 0.0], [-0.1, -0.1, 0.1], [0.0, -0.1, 0.0], [0.0, 0.0, 0.0], [0.3, 0.1, -0.7], [0.1, -0.3, 1.5], [0.1, 0.0, 0.0], [0.0, -0.1, 0.0], [0.0, 0.0, 0.0], [0.0, 0.1, 0.0], [0.1, 0.0, 0.0], [0.0, 0.1, 0.1], [0.1, 0.2, 0.1], [-0.6, -0.3, -0.4], [-0.1, 0.8, 0.3], [0.0, -0.1, 0.0], [0.0, 0.0, 0.0], [0.0, 0.0, 0.0], [-0.1, 0.0, 0.0], [0.0, 0.0, 0.0], [0.0, 0.0, 0.0], [-0.1, 0.1, 0.0], [0.2, -0.1, -0.2], [0.1, -0.3, 0.1], [0.0, 0.3, 0.0], [0.2, -0.3, 0.1], [0.0, 0.2, 0.1], [-0.2, -0.3, 0.1], [-0.1, 0.0, 0.2], [-0.3, 0.6, 0.2], [0.0, 0.0, 0.0], [0.0, 0.0, 0.0], [0.0, 0.0, 0.1], [0.0, 0.0, 0.0], [0.0, 0.0, 0.0]],
  "s_squared": 0.784,
  "e_homo_ev": [-4.043, -4.006],
  "e_tot_ev": -63537.752,
  "spin_multiplicity": 2,
  "relative_energy_kj_mol": 241.91,
  "charge": -1,
  "orbital_gap_ev": [6.411, 6.490]
}



{
  "formula": "C18H20N7O4S2Ti",
  "method": "ωB97M-V/def2-TZVPD",
  "symbols": ["Ti", "C", "C", "N", "N", "C", "N", "S", "C", "C", "C", "C", "C", "N", "H", "H", "H", "H", "H", "H", "H", "H", "H", "H", "O", "C", "O", "C", "C", "C", "C", "C", "C", "N", "O", "O", "H", "H", "H", "H", "S", "C", "N", "C", "C", "N", "H", "H", "H", "H", "H", "H"],
  "positions_angstrom": [[0.9115, 0.6436, 0.4283], [-0.3562, 1.1729, 4.6349], [-0.1794, 0.7207, 3.2252], [0.9056, 0.9183, 2.5637], [1.9595, 1.5606, 3.1441], [3.0841, 1.8009, 2.4199], [4.0680, 2.4246, 3.0458], [3.2623, 1.3149, 0.8064], [-1.2463, 0.0110, 2.4641], [-2.4468, -0.3674, 3.0320], [-3.3993, -1.0032, 2.2391], [-3.1213, -1.2411, 0.9082], [-1.8859, -0.8482, 0.4119], [-0.9716, -0.2444, 1.1655], [-0.0997, 2.2319, 4.7245], [0.2886, 0.5988, 5.3063], [-1.3767, 1.0657, 4.9817], [1.8851, 1.8567, 4.1072], [4.0206, 2.7138, 4.0106], [4.9118, 2.6372, 2.5358], [-2.6598, -0.1781, 4.0725], [-4.3482, -1.2977, 2.6665], [-3.8406, -1.7160, 0.2566], [-1.6204, -1.0150, -0.6269], [0.4025, 4.4208, -0.7063], [0.2741, 3.2756, -1.0105], [0.2873, 2.2579, -0.0965], [0.1016, 2.7441, -2.3814], [-0.4100, 3.5391, -3.4052], [-0.5632, 3.0048, -4.6784], [-0.2033, 1.6848, -4.9376], [0.3085, 0.9337, -3.8948], [0.4665, 1.4447, -2.6343], [0.6911, -0.4718, -4.0781], [0.7705, -0.9098, -5.1937], [0.9666, -1.0973, -3.0575], [-0.6740, 4.5661, -3.1925], [-0.9629, 3.6161, -5.4748], [-0.3121, 1.2434, -5.9179], [0.9308, 0.8118, -1.8915], [1.9349, -1.4872, -0.1642], [0.7632, -2.7198, -0.5318], [0.2227, -2.9336, -1.7152], [-0.6372, -4.1228, -1.7342], [-0.4254, -4.6992, -0.3179], [0.3472, -3.6342, 0.3440], [0.3411, -2.3117, -2.4939], [-0.3202, -4.8062, -2.5178], [-1.6715, -3.8376, -1.9192], [0.1432, -5.6277, -0.3309], [-1.3648, -4.8702, 0.2017], [0.8482, -3.7744, 1.2062]],
  "forces_ev_per_a": [[-0.1, 0.1, 0.8], [0.0, 0.0, 0.0], [0.0, -0.1, 0.0], [0.0, 0.1, -0.1], [0.0, 0.0, 0.0], [0.0, 0.0, 0.0], [0.0, 0.0, 0.0], [0.0, 0.0, 0.0], [0.0, 0.0, 0.0], [0.0, 0.0, 0.0], [0.0, 0.0, 0.0], [0.0, 0.0, 0.0], [0.0, 0.0, 0.0], [0.1, 0.1, -0.1], [0.0, 0.0, 0.0], [0.0, 0.0, 0.0], [0.0, 0.0, 0.0], [0.0, 0.0, 0.0], [0.0, 0.0, 0.0], [0.0, 0.0, 0.0], [0.0, 0.0, 0.0], [0.0, 0.0, 0.0], [0.0, 0.0, 0.0], [0.0, 0.0, 0.0], [-0.2, -0.3, 0.0], [0.1, 0.1, 0.5], [0.0, 0.2, 0.0], [-0.1, 0.3, -0.2], [0.1, -0.1, 0.0], [0.0, -0.1, 0.0], [0.0, 0.0, 0.0], [-0.1, -0.2, -0.2], [0.0, 0.0, 0.1], [0.3, 0.7, -1.0], [-0.2, -0.1, 0.3], [0.4, 0.9, -0.7], [0.0, 0.0, 0.0], [0.0, 0.0, 0.0], [0.0, 0.0, 0.0], [0.0, -0.1, -0.1], [-0.1, -0.2, 0.1], [-0.2, 0.0, -0.4], [-0.6, -1.2, 1.3], [0.2, 0.1, 0.3], [-0.1, -0.1, 0.0], [0.1, -0.1, 0.1], [0.3, 0.0, -0.4], [0.0, 0.0, 0.0], [0.0, 0.0, 0.0], [0.0, 0.0, 0.0], [0.0, 0.0, 0.0], [0.0, 0.0, 0.0]],
  "s_squared": 0.753,
  "e_homo_ev": [-14.556, -14.948],
  "e_tot_ev": -82384.228,
  "spin_multiplicity": 2,
  "relative_energy_kj_mol": 59.08,
  "charge": 2,
  "orbital_gap_ev": [7.506, 7.936]
}



{
  "formula": "C18H20NO",
  "method": "ωB97M-V/def2-TZVPD",
  "symbols": ["C", "C", "C", "C", "C", "C", "C", "C", "C", "H", "H", "H", "H", "H", "H", "H", "H", "H", "H", "H", "C", "O", "C", "C", "C", "C", "N", "C", "C", "C", "C", "H", "H", "H", "H", "H", "H", "H", "H", "H"],
  "positions_angstrom": [[-1.7431, -2.0093, 2.1030], [-0.9777, -0.7387, 1.8698], [-1.7438, 0.4967, 2.2002], [0.4524, -0.7471, 1.9942], [1.2067, 0.4629, 1.9086], [2.5863, 0.4500, 2.0596], [3.2671, -0.7501, 2.2982], [2.5514, -1.9516, 2.3646], [1.1679, -1.9617, 2.2366], [-1.3121, -2.8689, 1.5804], [-1.7564, -2.2436, 3.1844], [-2.7811, -1.8986, 1.7739], [-1.1957, 1.4266, 2.0336], [-2.6770, 0.5547, 1.6318], [-2.0220, 0.4538, 3.2719], [0.6907, 1.4077, 1.7320], [3.1266, 1.3976, 2.0115], [4.3451, -0.7463, 2.4387], [3.0726, -2.8932, 2.5468], [0.6176, -2.8953, 2.3569], [2.9333, 1.4920, -2.9185], [1.7076, 2.1502, -3.2927], [0.5334, 1.6558, -2.8116], [0.4682, 0.5655, -1.8999], [-0.7897, 0.0920, -1.5336], [-1.9564, 0.7354, -2.0331], [-3.0614, 0.0272, -1.5920], [-2.6427, -1.0313, -0.8165], [-1.2593, -0.9766, -0.6894], [-1.9035, 1.8006, -2.9263], [-0.6529, 2.2755, -3.3005], [3.7185, 2.1044, -3.3581], [3.0400, 1.4552, -1.8276], [2.9594, 0.4769, -3.3334], [1.3600, 0.0619, -1.5039], [-4.0190, 0.2365, -1.8615], [-3.3563, -1.6866, -0.3326], [-0.5917, -1.7145, -0.2642], [-2.8211, 2.2205, -3.3197], [-0.5419, 3.1138, -3.9816]],
  "forces_ev_per_a": [[-0.2, -0.2, -0.4], [-0.1, -0.2, 1.5], [-0.2, 0.5, -0.5], [0.8, 0.1, -0.3], [-0.2, -0.4, 0.0], [-0.1, 0.1, 0.1], [-0.5, 0.1, -0.2], [-0.2, -0.2, 0.2], [-0.1, 0.5, -0.2], [-0.1, 0.2, 0.1], [0.1, 0.2, -0.4], [0.2, 0.0, 0.2], [-0.1, -0.2, 0.1], [0.1, -0.1, 0.1], [0.2, -0.1, -0.4], [0.3, -0.3, 0.0], [-0.1, -0.4, 0.0], [-0.2, 0.0, -0.1], [-0.1, 0.3, 0.0], [0.3, 0.2, -0.1], [-0.6, 0.2, -0.2], [0.0, -0.2, 0.3], [0.0, -0.8, 0.6], [0.5, 0.6, -0.6], [-1.2, 0.9, 0.1], [0.7, -0.4, -0.3], [0.0, -0.8, 0.6], [-0.1, 1.0, -0.1], [0.4, -0.3, -0.1], [0.5, 0.1, 0.0], [0.2, -0.5, 0.4], [0.0, -0.1, 0.1], [0.0, 0.1, -0.2], [0.0, 0.2, 0.1], [-0.4, 0.3, -0.4], [0.4, -0.2, 0.2], [0.1, 0.1, -0.3], [-0.4, -0.1, -0.3], [0.1, 0.1, 0.0], [0.0, -0.2, 0.1]],
  "e_homo_ev": -10.762,
  "e_tot_ev": -22520.487,
  "relative_energy_kj_mol": 110.95,
  "charge": 1,
  "orbital_gap_ev": 5.422
}



{
  "formula": "C18H20O3",
  "method": "ωB97M-V/def2-TZVPD",
  "symbols": ["C", "C", "C", "C", "C", "C", "O", "C", "O", "O", "H", "H", "H", "H", "H", "H", "H", "H", "H", "C", "C", "C", "C", "C", "C", "C", "C", "C", "C", "C", "H", "H", "H", "H", "H", "H", "H", "H", "H", "H", "H"],
  "positions_angstrom": [[-1.4200, -1.2309, -2.5199], [-1.6923, -0.5933, -1.1976], [-1.3535, -1.2174, 0.0803], [-1.7946, -0.4222, 1.2624], [-0.7935, -0.4550, 2.4118], [-0.5152, -1.9218, 2.6360], [0.2242, -2.4704, 1.4886], [-0.2409, -2.1961, 0.2285], [0.2965, -2.7420, -0.7268], [-2.2764, 0.5247, -1.2137], [-0.5340, -1.8614, -2.4909], [-2.2972, -1.8039, -2.8530], [-1.2720, -0.4428, -3.2666], [-1.9741, 0.6061, 0.9148], [-2.7501, -0.8030, 1.6637], [0.0998, 0.1366, 2.1621], [-1.2339, -0.0421, 3.3261], [0.0917, -2.1333, 3.5239], [-1.4518, -2.4866, 2.7282], [-5.2444, -2.5766, 0.4034], [-5.2182, -4.0827, -0.0203], [-4.6452, -4.0300, -1.4120], [-4.5144, -2.7155, -1.8531], [-4.9107, -1.8075, -0.8287], [-5.1869, -0.4103, -0.9694], [-5.0311, 0.2582, -2.2145], [-5.5169, 1.5457, -2.4016], [-6.1961, 2.2215, -1.3760], [-6.2614, 1.6216, -0.1084], [-5.8071, 0.3206, 0.0907], [-6.1897, -2.3190, 0.9018], [-4.4454, -2.3959, 1.1384], [-4.6442, -4.7037, 0.6895], [-6.2559, -4.4607, 0.0033], [-4.3660, -4.9294, -1.9697], [-4.1774, -2.4006, -2.8504], [-4.5321, -0.2721, -3.0314], [-5.3653, 2.0390, -3.3635], [-6.6963, 3.1746, -1.5783], [-6.6920, 2.1566, 0.7404], [-5.9370, -0.1648, 1.0608]],
  "forces_ev_per_a": [[0.4, 0.0, -0.7], [-0.4, 0.5, 1.2], [0.5, 0.0, -0.7], [-0.1, 0.8, 0.3], [-0.5, -0.2, 0.0], [0.9, -0.3, -0.7], [-0.5, 0.2, 0.5], [-1.1, 0.6, -1.2], [0.1, -0.1, 1.0], [0.1, -0.7, -0.2], [-0.3, -0.2, 0.0], [0.4, 0.0, 0.2], [-0.1, 0.0, 0.2], [-0.1, -0.3, 0.2], [-0.1, 0.1, 0.0], [-0.1, -0.4, 0.1], [0.0, 0.1, -0.1], [0.1, 0.0, -0.4], [0.0, 0.1, 0.0], [0.2, -0.8, 0.4], [0.1, 0.7, 0.2], [0.0, 1.5, -0.1], [0.0, -1.5, 0.0], [-0.5, 0.3, 0.0], [-0.6, 0.4, -0.1], [0.4, -0.3, 0.3], [-0.2, 0.2, 0.0], [0.4, -0.7, -0.1], [-0.1, -0.3, 0.2], [0.4, 0.0, -0.3], [0.3, 0.1, -0.4], [-0.1, 0.1, 0.0], [-0.1, 0.2, -0.5], [0.4, -0.1, -0.3], [-0.2, 0.5, 0.1], [-0.2, -0.4, 0.7], [-0.2, 0.4, 0.3], [-0.2, -0.2, 0.3], [0.5, -0.3, 0.2], [0.0, -0.2, -0.4], [0.1, 0.3, -0.3]],
  "e_homo_ev": -6.406,
  "e_tot_ev": -25129.707,
  "relative_energy_kj_mol": 366.74,
  "charge": 0,
  "orbital_gap_ev": 3.925
}